(w)
Computed, not measured: a structure of composition C4H13N3O, with ωB97M-V with the def2-TZVPD basis set.

## Properties
**HOMO energy**: -8.0 eV
**Lowest unoccupied orbital energy**: 0.84 eV
**Net charge**: 0
**Kohn-Sham gap**: 8.8544 eV

The geometry in XYZ format:
```
21
Properties=species:S:1:pos:R:3:lowdin_charge:R:1
C 2.31 -0.19 1.34 -0.21
C 3.20 -0.31 0.12 -0.15
N 0.43 -0.08 0.71 -0.01
H -0.03 -0.29 1.60 0.01
H 1.28 0.67 0.99 0.04
H 2.69 0.54 2.07 0.08
H 2.21 -1.13 1.87 0.07
H 4.22 -0.58 0.40 0.07
H 2.82 -1.07 -0.56 0.06
H 3.24 0.64 -0.43 0.07
C -2.62 1.28 0.32 -0.14
C -1.76 -0.40 -1.12 -0.55
N -0.87 -1.38 -1.42 0.14
O -2.68 -0.20 -2.11 0.08
N -1.69 0.23 -0.01 -0.04
H -3.34 0.43 -1.82 0.09
H -0.03 -1.30 -0.84 0.06
H -0.77 -1.61 -2.39 0.10
H -2.68 2.07 -0.45 0.08
H -3.64 0.90 0.50 0.08
H -2.29 1.76 1.24 0.07
```

=====

(x)
Computed, not measured: a cluster of 2 separate species, C4H13N3O in total, with ωB97M-V with the def2-TZVPD basis set.

## Properties
**HOMO energy**: -7.4 eV
**Lowest unoccupied orbital energy**: 0.76 eV
**Net charge**: 0
**Kohn-Sham gap**: 8.1956 eV

The geometry in XYZ format:
```
21
Properties=species:S:1:pos:R:3:lowdin_charge:R:1
C 0.69 -2.06 -0.41 -0.25
C 1.22 -0.60 -0.35 -0.15
C 0.06 0.28 0.03 -0.44
C -0.40 0.35 1.29 -0.20
N -1.59 1.11 1.53 -0.01
N -0.72 0.52 -1.06 0.07
N -0.15 -2.41 -1.60 -0.02
H 0.01 -2.18 0.42 0.09
H 1.49 -2.86 -0.14 0.13
H 1.87 -0.64 0.48 0.09
H 1.86 -0.19 -1.12 0.11
H 0.03 0.08 2.26 0.12
H -2.47 0.80 0.95 0.11
H -1.87 0.96 2.47 0.04
H -0.15 0.56 -2.02 0.17
H -1.54 1.12 -1.04 0.09
H 0.30 -2.27 -2.46 0.03
H -0.95 -1.73 -1.57 0.06
H 1.30 2.80 1.37 0.10
H 0.07 3.03 0.43 -0.05
O 0.94 3.32 0.54 -0.09
```

=====

(y)
Computed, not measured: a cluster of 2 separate species, C4H13N3O in total, with ωB97M-V with the def2-TZVPD basis set.

## Properties
**HOMO energy**: -9.2 eV
**Lowest unoccupied orbital energy**: 0.87 eV
**Net charge**: 0
**Kohn-Sham gap**: 10.0586 eV

The geometry in XYZ format:
```
21
Properties=species:S:1:pos:R:3:lowdin_charge:R:1
C 0.55 -0.13 1.83 -0.33
C -0.88 0.29 1.53 -0.13
C 0.66 -1.63 2.07 -0.13
H 0.91 0.40 2.72 0.10
H 1.20 0.15 1.00 0.07
H -1.26 -0.24 0.67 0.05
H 0.07 -1.92 2.94 0.07
H 0.28 -2.19 1.21 0.06
H -0.92 1.36 1.33 0.07
H -1.53 0.08 2.38 0.07
H 1.69 -1.93 2.24 0.07
C -0.89 1.29 -2.37 -0.02
N 0.19 0.48 -1.83 -0.28
N -0.07 -0.89 -1.71 0.08
N 1.31 0.91 -1.37 -0.08
O 1.51 2.13 -1.38 -0.08
H -0.06 -1.34 -2.62 0.09
H 0.66 -1.29 -1.13 0.08
H -1.79 1.13 -1.78 0.09
H -0.56 2.32 -2.30 0.08
H -1.07 1.02 -3.41 0.09
```

=====

Last place for stability: (w)

=====

(w)
Computed, not measured: a cluster of 2 separate species, C4H13N3O in total, with ωB97M-V with the def2-TZVPD basis set.

## Properties
**HOMO energy**: -9.2 eV
**Lowest unoccupied orbital energy**: 0.73 eV
**Net charge**: 0
**Kohn-Sham gap**: 9.9585 eV

The geometry in XYZ format:
```
21
Properties=species:S:1:pos:R:3:lowdin_charge:R:1
C 0.01 -0.29 2.09 -0.41
N -1.42 -0.16 2.28 -0.02
N 0.74 0.87 2.54 0.00
C 0.44 0.79 -0.67 -0.20
N -0.32 1.70 -0.22 0.07
H 0.33 -1.11 2.74 0.10
H -1.78 0.54 1.63 0.04
H 0.59 1.62 1.86 0.03
H -1.63 0.23 3.20 0.07
H 1.73 0.67 2.61 0.06
H -1.30 1.58 -0.48 0.06
H 1.51 0.86 -0.52 0.10
C 0.02 -0.05 -2.06 -0.40
C 0.79 -1.35 -2.27 -0.06
O -1.37 -0.19 -2.16 -0.04
H -1.65 -0.86 -1.51 0.10
H 0.29 0.66 -2.85 0.14
H 0.07 -0.51 0.84 0.12
H 0.57 -1.73 -3.27 0.08
H 1.87 -1.16 -2.25 0.08
H 0.51 -2.09 -1.53 0.08
```

=====

(x)
Computed, not measured: a cluster of 2 separate species, C4H13N3O in total, with ωB97M-V with the def2-TZVPD basis set.

## Properties
**HOMO energy**: -9.2 eV
**Lowest unoccupied orbital energy**: 0.67 eV
**Net charge**: 0
**Kohn-Sham gap**: 9.8899 eV

The geometry in XYZ format:
```
21
Properties=species:S:1:pos:R:3:lowdin_charge:R:1
C -1.44 0.17 -1.22 -0.30
C 0.04 0.47 -1.35 -0.20
C 0.98 -0.38 -0.49 -0.23
N 2.08 -1.70 1.87 0.08
C 1.52 -0.57 1.92 -0.33
N 1.08 0.18 0.84 -0.03
N -1.84 -1.19 -1.57 0.00
H -1.83 0.38 -0.22 0.10
H -1.95 0.86 -1.89 0.10
H 0.28 1.51 -1.10 0.10
H 0.36 0.44 -2.40 0.11
H 0.62 -1.41 -0.39 0.11
H 1.93 -0.45 -1.03 0.11
H 2.31 -2.01 0.92 0.03
H 1.13 -0.14 2.84 0.11
H 1.09 1.19 0.90 0.11
H -1.38 -1.51 -2.42 0.07
H -1.67 -1.80 -0.79 0.06
H -0.98 1.30 2.19 0.03
H -1.41 2.41 1.29 0.03
O -0.92 2.27 2.11 -0.07
```

=====

Last place for stability: (w)

=====

(w)
Computed, not measured: the molecule C6H8N2, with ωB97M-V with the def2-TZVPD basis set.

## Properties
**HOMO energy**: -9.8 eV
**Lowest unoccupied orbital energy**: 0.81 eV
**Net charge**: 0
**Kohn-Sham gap**: 10.5765 eV

The geometry in XYZ format:
```
16
Properties=species:S:1:pos:R:3:lowdin_charge:R:1
C 2.10 1.45 0.62 -0.22
C 1.09 0.72 0.01 -0.18
C 0.27 -0.37 0.84 -0.17
C -0.30 -1.60 0.21 -0.17
C -1.36 0.34 -0.79 -0.17
C -0.39 0.85 0.30 -0.20
H 1.31 0.43 -1.03 0.15
H 0.54 -0.42 1.90 0.14
H -1.03 -2.17 0.82 0.12
H 0.48 -2.32 -0.05 0.12
H -0.20 -1.01 -1.74 0.10
H -2.39 0.48 -0.35 0.13
H -1.38 0.96 -1.67 0.11
H -0.74 1.64 0.94 0.14
N 2.96 2.10 1.02 0.15
N -0.96 -1.07 -1.03 -0.05
```

=====

(x)
Computed, not measured: the molecule C6H8N2, with ωB97M-V with the def2-TZVPD basis set.

## Properties
**HOMO energy**: -8.5 eV
**Lowest unoccupied orbital energy**: 0.85 eV
**Net charge**: 0
**Kohn-Sham gap**: 9.3240 eV

The geometry in XYZ format:
```
16
Properties=species:S:1:pos:R:3:lowdin_charge:R:1
C 1.52 -2.86 -1.89 -0.13
C -0.36 2.51 1.80 -0.05
C 0.56 -2.15 -1.00 -0.10
C -1.28 1.41 1.34 -0.47
N -2.48 1.22 1.71 0.14
N 0.19 -0.98 -1.48 -0.02
C -0.21 -0.22 -0.43 -0.08
C -0.72 0.53 0.37 0.04
H -2.80 1.87 2.42 0.05
H 0.64 -0.49 -2.27 0.16
H 2.39 -3.15 -1.29 0.07
H -0.85 3.14 2.54 0.07
H 1.05 -3.79 -2.22 0.07
H 1.87 -2.28 -2.77 0.06
H -0.06 3.13 0.95 0.08
H 0.55 2.08 2.23 0.08
```

=====

Last place for stability: (x)